Record 1
Formula: CdF2P
Source: the Open Molecules 2025 dataset
Level of theory: the ωB97M-V functional and the def2-TZVPD basis

Structure (XYZ):
```
4
Properties=species:S:1:pos:R:3:forces:R:3:nbo_charge:R:1
F -1.3331 1.1233 -0.1376 1.063 -2.032 -1.134 -0.547
P -0.6946 -0.1990 -0.8535 -0.436 1.562 2.267 0.973
F 0.3445 -0.9318 1.0107 -2.878 -1.173 0.571 -0.761
Cd 1.6833 0.0075 -0.0196 2.252 1.643 -1.704 1.334
```
Positions in Å, forces in eV/Å.

Results
Total charge = +1
Molecular weight = 181.38 u
Lowest unoccupied orbital energy (spin up / spin down) = -7.6 / -7.6 eV

***

Record 2
Formula: CdI
Source: the Open Molecules 2025 dataset
Level of theory: the ωB97M-V functional and the def2-TZVPD basis

Structure (XYZ):
```
2
Properties=species:S:1:pos:R:3:forces:R:3:lowdin_spin:R:1
Cd -1.0494 -0.9386 0.1783 0.444 0.397 -0.076 -0.027
I 1.0494 0.9386 -0.1783 -0.444 -0.397 0.076 1.027
```
Positions in Å, forces in eV/Å.

Results
2S+1 = 2
Relative energy (zero: lowest compared OMol25 entry of this formula, charge and spin) = 3.37 kJ/mol
Total charge = +2
Molecular weight = 239.32 u
Lowest unoccupied orbital energy (spin up / spin down) = -14.1 / -14.4 eV

***

Record 3
Formula: CdN4O12
Source: the Open Molecules 2025 dataset
Level of theory: the ωB97M-V functional and the def2-TZVPD basis

Structure (XYZ):
```
17
Properties=species:S:1:pos:R:3:forces:R:3:nbo_charge:R:1
Cd 0.1344 0.1819 -0.0876 0.682 0.890 -0.918 1.796
N -0.3467 3.0682 1.5699 3.030 0.565 0.366 0.733
O -1.3513 3.6429 1.9371 -1.676 -0.831 -0.745 -0.470
O -0.2869 2.1385 0.6720 -1.542 1.323 0.408 -0.715
O 0.7403 3.4526 2.0405 0.063 -0.530 -0.267 -0.506
N -2.6163 -0.8350 -1.8195 -0.839 0.823 0.949 0.737
O -1.6253 -0.3359 -1.1774 -0.573 -0.163 -1.089 -0.714
O -3.0388 -0.2796 -2.8340 0.622 0.046 -0.362 -0.500
O -3.2274 -1.7692 -1.3117 0.258 -0.603 -0.018 -0.486
N 2.6725 -1.0566 -1.9592 -0.634 -4.287 0.127 0.717
O 3.8264 -1.3640 -1.6562 0.612 1.395 0.012 -0.486
O 2.1343 -1.7210 -2.8942 -0.166 2.114 0.550 -0.509
O 1.9870 -0.3767 -1.1346 0.325 0.972 -0.629 -0.677
N 0.1748 -1.1461 2.2413 3.661 -2.132 -0.457 0.709
O 0.1859 -2.0215 3.1374 -0.578 2.185 -0.203 -0.472
O 0.9509 -0.1631 2.1389 0.054 0.806 2.668 -0.545
O -0.3138 -1.4154 1.1373 -3.298 -2.574 -0.393 -0.610
```
Positions in Å, forces in eV/Å.

Results
Relative energy (zero: lowest compared OMol25 entry of this formula, charge and spin) = 104.52 kJ/mol
Total charge = -2
Molecular weight = 360.43 u
Lowest unoccupied orbital energy = 5.7 eV

***

Question: The highest total charge belongs to which entry?
Answer: CdI